Density functional theory data (ωB97M-V/def2-TZVPD) for a cluster of 2 separate species, C51H56N4O2 in total.

Summary:
HOMO energy	-6.50	eV
gap between HOMO and LUMO	5.0	eV
LUMO energy	-1.5	eV
energy above the lowest of the compared OMol25 structures with the same formula, charge and spin	34.5	kcal/mol
spin multiplicity	1
charge	0
DFT total energy	-63847.88807	eV

Each atom is followed by the atoms it is bonded to, with distances in Å.
Positions of all 113 atoms, in Å:
1 C -0.196 5.327 -1.282  C2 1.523, H37 1.095, H38 1.097, H39 1.099
2 C 0.822 4.277 -1.708  C1 1.523, C3 1.530, C4 1.528, H40 1.099
3 C 2.106 4.955 -2.189  C2 1.530, H41 1.094, H42 1.097, H43 1.096
4 C 0.197 3.332 -2.733  C2 1.528, C5 1.392, C12 1.409
5 C 0.312 3.596 -4.095  C4 1.392, C6 1.396, H44 1.092
6 C -0.370 2.819 -5.033  C5 1.396, C7 1.390, H45 1.091
7 C -1.171 1.765 -4.609  C6 1.390, C8 1.397, H46 1.094
8 C -1.347 1.510 -3.246  C7 1.397, C9 1.531, C12 1.406
9 C -2.408 0.487 -2.833  C8 1.531, C10 1.520, C11 1.533, H47 1.097
10 C -2.005 -0.910 -3.275  C9 1.520, H48 1.094, H49 1.096, H50 1.098
11 C -3.787 0.857 -3.391  C9 1.533, H51 1.097, H52 1.098, H53 1.097
12 C -0.594 2.244 -2.313  C4 1.409, C8 1.406, N13 1.447
13 N -0.778 2.012 -0.896  C12 1.447, N14 1.350, C35 1.413
14 N -1.571 2.865 -0.212  N13 1.350, N15 1.358
15 N -1.482 2.476 1.086  N14 1.358, C16 1.450, C28 1.390
16 C -2.488 2.948 2.019  N15 1.450, C17 1.404, C24 1.404
17 C -3.636 2.166 2.221  C16 1.404, C18 1.526, C21 1.395
18 C -3.963 1.041 1.244  C17 1.526, C19 1.525, C20 1.526, H54 1.096
19 C -4.647 1.620 0.010  C18 1.525, H55 1.100, H56 1.097, H57 1.100
20 C -4.724 -0.121 1.876  C18 1.526, H58 1.098, H59 1.098, H60 1.098
21 C -4.516 2.518 3.245  C17 1.395, C22 1.395, H61 1.092
22 C -4.324 3.701 3.958  C21 1.395, C23 1.392, H62 1.090
23 C -3.261 4.543 3.643  C22 1.392, C24 1.397, H63 1.093
24 C -2.321 4.175 2.678  C16 1.404, C23 1.397, C25 1.530
25 C -1.174 5.138 2.362  C24 1.530, C26 1.531, C27 1.532, H64 1.098
26 C -0.375 5.511 3.612  C25 1.531, H65 1.096, H66 1.096, H67 1.098
27 C -1.697 6.410 1.686  C25 1.532, H68 1.097, H69 1.098, H70 1.097
28 C -0.768 1.288 1.182  N15 1.390, C29 1.439, C35 1.377
29 C -0.701 0.562 2.423  C28 1.439, C30 1.416, C34 1.419
30 C -0.790 -0.852 2.436  C29 1.416, C31 1.393, H71 1.093
31 C -0.788 -1.544 3.644  C30 1.393, C32 1.399, H72 1.092
32 C -0.610 -0.856 4.849  C31 1.399, C33 1.404, H73 1.091
33 C -0.505 0.544 4.852  C32 1.404, C34 1.388, H74 1.091
34 C -0.567 1.248 3.657  C29 1.419, C33 1.388, H75 1.093
35 C -0.251 1.001 -0.062  N13 1.413, C28 1.377, C36 1.407
36 C 0.581 -0.073 -0.426  C35 1.407, H76 1.085, H77 1.088
37 H -1.065 4.846 -0.823  C1 1.095
38 H 0.240 6.029 -0.559  C1 1.097
39 H -0.552 5.897 -2.151  C1 1.099
40 H 1.083 3.672 -0.829  C2 1.099
41 H 2.827 4.216 -2.554  C3 1.094
42 H 1.902 5.683 -2.983  C3 1.097
43 H 2.565 5.490 -1.350  C3 1.096
44 H 0.931 4.432 -4.430  C5 1.092
45 H -0.289 3.053 -6.095  C6 1.091
46 H -1.702 1.144 -5.336  C7 1.094
47 H -2.460 0.511 -1.737  C9 1.097
48 H -1.084 -1.214 -2.769  C10 1.094
49 H -2.788 -1.637 -3.033  C10 1.096
50 H -1.825 -0.939 -4.358  C10 1.098
51 H -4.069 1.874 -3.089  C11 1.097
52 H -3.786 0.810 -4.488  C11 1.098
53 H -4.551 0.164 -3.018  C11 1.097
54 H -3.005 0.627 0.911  C18 1.096
55 H -3.994 2.374 -0.454  C19 1.100
56 H -4.855 0.838 -0.731  C19 1.097
57 H -5.594 2.107 0.286  C19 1.100
58 H -4.179 -0.491 2.755  C20 1.098
59 H -5.737 0.175 2.176  C20 1.098
60 H -4.801 -0.948 1.158  C20 1.098
61 H -5.372 1.879 3.468  C21 1.092
62 H -5.024 3.985 4.744  C22 1.090
63 H -3.138 5.501 4.153  C23 1.093
64 H -0.509 4.614 1.662  C25 1.098
65 H -0.031 4.619 4.148  C26 1.096
66 H 0.504 6.102 3.331  C26 1.096
67 H -0.989 6.112 4.296  C26 1.098
68 H -2.283 6.171 0.790  C27 1.097
69 H -2.340 6.972 2.375  C27 1.098
70 H -0.861 7.057 1.390  C27 1.097
71 H -0.873 -1.374 1.479  C30 1.093
72 H -0.913 -2.629 3.640  C31 1.092
73 H -0.546 -1.405 5.790  C32 1.091
74 H -0.369 1.087 5.789  C33 1.091
75 H -0.507 2.340 3.640  C34 1.093
76 H 1.050 -0.564 0.420  C36 1.085
77 H 0.981 -0.064 -1.438  C36 1.088
78 O 5.419 -4.871 3.239  C79 1.236
79 C 5.689 -5.504 2.213  O78 1.236, O80 1.234, C81 1.653
80 O 5.587 -6.647 1.759  C79 1.234
81 C 6.302 -4.465 1.082  C79 1.653, C82 1.536, N89 1.449, H99 1.091
82 C 7.430 -5.155 0.300  C81 1.536, C83 1.488, H100 1.098, H101 1.095
83 C 6.704 -5.749 -0.855  C82 1.488, C84 1.406, C88 1.388
84 C 5.413 -5.196 -0.932  C83 1.406, C85 1.389, N89 1.397
85 C 4.515 -5.594 -1.914  C84 1.389, C86 1.400, H102 1.086
86 C 4.910 -6.593 -2.813  C85 1.400, C87 1.404, H103 1.091
87 C 6.199 -7.145 -2.739  C86 1.404, C88 1.401, H104 1.091
88 C 7.108 -6.721 -1.761  C83 1.388, C87 1.401, H105 1.092
89 N 5.203 -4.334 0.147  C81 1.449, C84 1.397, C90 1.355
90 C 4.119 -3.554 0.377  N89 1.355, C91 1.397, H106 1.094
91 C 2.827 -3.933 0.007  C90 1.397, C92 1.403, H107 1.097
92 C 1.734 -3.119 -0.325  C91 1.403, C93 1.440, H108 1.081
93 C 0.476 -3.733 -0.662  C92 1.440, C94 1.416, C98 1.432
94 C -0.677 -2.933 -0.854  C93 1.416, C95 1.389, H109 1.091
95 C -1.932 -3.481 -1.083  C94 1.389, C96 1.402, H110 1.092
96 C -2.085 -4.873 -1.163  C95 1.402, C97 1.401, H111 1.090
97 C -0.960 -5.696 -1.027  C96 1.401, C98 1.394, H112 1.091
98 C 0.301 -5.147 -0.801  C93 1.432, C97 1.394, H113 1.091
99 H 6.558 -3.531 1.585  C81 1.091
100 H 8.154 -4.398 -0.029  C82 1.098
101 H 7.963 -5.905 0.894  C82 1.095
102 H 3.530 -5.140 -1.961  C85 1.086
103 H 4.209 -6.938 -3.575  C86 1.091
104 H 6.494 -7.915 -3.453  C87 1.091
105 H 8.115 -7.135 -1.676  C88 1.092
106 H 4.301 -2.657 0.976  C90 1.094
107 H 2.666 -5.019 0.023  C91 1.097
108 H 1.859 -2.046 -0.374  C92 1.081
109 H -0.543 -1.852 -0.800  C94 1.091
110 H -2.795 -2.824 -1.204  C95 1.092
111 H -3.072 -5.303 -1.334  C96 1.090
112 H -1.069 -6.780 -1.100  C97 1.091
113 H 1.157 -5.820 -0.729  C98 1.091

Atom charges from the Mulliken analysis, given in e for atoms 1 to 99: -0.906 1.217 -1.981 0.569 -0.646 -1.379 -0.385 0.531 2.783 -1.508 -1.744 -1.426 2.152 -0.787 1.595 -0.925 -0.011 2.411 -1.315 -1.938 -0.677 -1.492 -0.289 0.758 0.929 -1.502 -1.623 -1.280 0.225 0.117 -0.998 -0.516 -0.783 -0.248 2.135 -2.548 0.022 0.366 0.353 0.022 0.409 0.342 0.475 0.224 0.376 0.375 -1.559 0.276 0.425 0.278 0.360 0.375 0.441 -0.899 0.174 0.323 0.411 0.415 0.417 0.379 0.308 0.381 0.358 -0.002 0.309 0.451 0.309 0.304 0.394 0.433 0.297 0.478 0.397 0.434 0.461 0.909 0.496 -0.693 0.603 -0.656 -0.418 -0.882 0.574 0.641 -0.763 -0.720 -0.497 -0.792 0.218 -0.690 -1.462 0.390 0.854 1.128 -0.383 -0.757 -0.859 -0.718 0.502